Entry 1:
Here is a structure of composition C39H36BrF3N6O13STi at a distorted geometry from the Open Molecules 2025 dataset. Energies are from ωB97M-V/def2-TZVPD.

Atoms and positions in Å:
Ti (-0.89132, 0.85977, 0.59030)
N (-2.81088, 2.36567, 2.08057)
N (-1.88551, 3.11796, 2.81439)
C (-0.58422, 2.66472, 2.91150)
O (0.22215, 3.20801, 3.61366)
O (-0.32436, 1.60629, 2.12145)
H (-3.53524, 2.95802, 1.71267)
H (-3.20094, 1.61424, 2.63294)
H (-2.19598, 3.58324, 3.64626)
O (2.75918, -6.39483, -3.11073)
C (2.92879, -5.47901, -2.11976)
O (3.87394, -5.60678, -1.38707)
C (1.91925, -4.40254, -2.02304)
C (1.78993, -3.70977, -0.81575)
C (0.89775, -2.67204, -0.66297)
C (0.06931, -2.24572, -1.73390)
C (0.20754, -2.96566, -2.95373)
C (1.10840, -4.00308, -3.08701)
N (-0.75717, -1.15329, -1.64065)
C (-1.82108, -1.14447, -2.46862)
C (-2.49885, 0.03418, -2.88127)
C (-3.77663, -0.03893, -3.48577)
C (-4.40032, 1.11343, -3.89323)
C (-3.75579, 2.34140, -3.70637)
C (-2.51071, 2.32847, -3.09941)
N (-1.88494, 1.22810, -2.68745)
H (1.91985, -6.22633, -3.55057)
H (2.40483, -4.02869, 0.01769)
H (0.79776, -2.19326, 0.29364)
H (-0.37380, -2.64483, -3.80919)
H (1.21419, -4.46385, -4.06671)
H (-2.23162, -2.08959, -2.83077)
H (-4.25027, -1.00763, -3.60548)
H (-5.38300, 1.07088, -4.34886)
H (-4.20631, 3.27493, -4.02065)
H (-1.97572, 3.26391, -2.94331)
F (-1.97672, -2.71486, 4.58922)
C (-1.25908, -2.64203, 3.46572)
F (-1.89280, -3.31751, 2.50783)
F (-0.06996, -3.21903, 3.67451)
S (-1.03703, -0.87227, 3.04558)
O (-0.08946, -0.43785, 4.02659)
O (-2.38440, -0.36254, 3.11127)
O (-0.52883, -0.92905, 1.63023)
C (5.69178, -2.58520, 0.05260)
C (4.71469, -2.04559, 1.08967)
N (5.10499, -0.74658, 1.64523)
C (6.22268, -0.70992, 2.58689)
C (7.46824, -0.03877, 2.01652)
C (4.45056, 0.42052, 1.39962)
O (4.73766, 1.47387, 1.94880)
C (3.35436, 0.38673, 0.36830)
C (3.65661, 0.40178, -0.98361)
C (2.63610, 0.55542, -1.90280)
C (1.34079, 0.67880, -1.45299)
N (1.04371, 0.60199, -0.15072)
C (2.03365, 0.47758, 0.74369)
H (5.28071, -3.48626, -0.40867)
H (6.65434, -2.83658, 0.50777)
H (5.86722, -1.84014, -0.72866)
H (4.62940, -2.75349, 1.91652)
H (3.72965, -1.94825, 0.64609)
H (6.44154, -1.74014, 2.86710)
H (5.89973, -0.16970, 3.47718)
H (7.79724, -0.54015, 1.10150)
H (8.28322, -0.07285, 2.74535)
H (7.25163, 1.00459, 1.78964)
H (4.68822, 0.32095, -1.30658)
H (2.83601, 0.59816, -2.96459)
H (0.51035, 0.85822, -2.11962)
H (1.76130, 0.46768, 1.78804)
Br (-7.00172, -0.47251, 1.27526)
C (-5.62470, -1.68987, 0.80374)
C (-5.98712, -3.02779, 0.84311)
C (-5.06315, -4.01429, 0.53546)
C (-3.76099, -3.66747, 0.22159)
C (-3.39287, -2.33389, 0.20781)
C (-4.31262, -1.31554, 0.46448)
C (-3.83573, 0.10336, 0.31293)
O (-4.56445, 1.05117, 0.25723)
O (-2.50064, 0.24210, 0.19023)
H (-7.00218, -3.28793, 1.11732)
H (-5.36284, -5.05608, 0.55722)
H (-3.02222, -4.42924, 0.00015)
H (-2.36888, -2.05560, 0.00383)
O (-3.12362, 4.24041, -0.27049)
C (-2.16670, 5.18649, -0.15314)
C (-2.60984, 6.50602, -0.06057)
C (-1.70511, 7.54066, 0.06261)
C (-0.33375, 7.28771, 0.07629)
C (0.10901, 5.98365, -0.02151)
C (-0.78807, 4.91950, -0.12392)
C (-0.22016, 3.54003, -0.14370)
O (0.96751, 3.36173, -0.09034)
O (-1.12015, 2.53205, -0.19354)
H (-2.70585, 3.36616, -0.33966)
H (-3.67951, 6.68523, -0.08089)
H (-2.07022, 8.55656, 0.15689)
H (0.37536, 8.10072, 0.17311)
H (1.16489, 5.74621, -0.00756)

**Gap between HOMO and LUMO (spin up / spin down)**: 4.7 / 7.0 eV
**Relative energy (zero: lowest compared OMol25 entry of this formula, charge and spin)**: 147.5 kJ/mol
**2S+1**: 2
**Calculated total energy**: -188739.2768 eV
**Net charge**: -1
**Highest occupied orbital energy (spin up / spin down)**: -3.21 / -5.58 eV
**<S²>**: 0.7740
**LUMO energy (spin up / spin down)**: 1.44 / 1.46 eV

---

Entry 2:
Here is a structure of composition C5H6CrLiO2 at a distorted geometry from the Open Molecules 2025 dataset. Energies are from ωB97M-V/def2-TZVPD.

Atoms and positions in Å:
C (-0.53130, -0.65889, 0.58933)
C (0.63073, -1.42595, 0.22571)
H (0.51174, -2.12988, -0.60849)
H (1.25076, -1.73106, 1.07783)
O (-2.15869, -0.03953, 2.18621)
C (-1.00924, 0.14628, 1.55307)
Cr (-2.64910, -0.42148, 3.78980)
H (-0.48222, 1.09138, 1.76850)
C (1.11565, 0.09828, -0.49620)
C (0.28840, 0.46967, -1.68459)
O (0.15986, 1.61038, -2.10200)
Li (-0.76103, 2.55578, -3.39858)
H (2.10684, 0.25997, -0.97428)
H (1.59536, 0.54785, 0.38451)
H (-0.06775, -0.37279, -2.31080)

**Gap between HOMO and LUMO (spin up / spin down)**: 5.4 / 8.6 eV
**2S+1**: 6
**Calculated total energy**: -37981.5982 eV
**Net charge**: +2
**Highest occupied orbital energy (spin up / spin down)**: -14.23 / -16.97 eV
**<S²>**: 8.8464
**LUMO energy (spin up / spin down)**: -8.81 / -8.36 eV

---

Entry 3:
Here is a cluster of 3 separate species, C4H10O in total from the Open Molecules 2025 dataset. Energies are from ωB97M-V/def2-TZVPD.

Atoms and positions in Å:
C (1.94557, 0.33181, 0.48531)
C (1.81774, -0.82399, -0.46866)
O (1.07652, -1.76440, -0.30452)
C (-1.77867, -0.68839, 0.68309)
C (-2.53703, 0.31301, 0.24890)
H (1.98233, 1.28455, -0.05251)
H (2.89044, 0.23544, 1.03372)
H (1.11445, 0.33202, 1.19336)
H (0.01916, 1.31228, -1.93127)
H (2.48094, -0.78033, -1.36006)
H (-1.41338, -0.72582, 1.70716)
H (-1.47516, -1.51234, 0.04432)
H (-2.82148, 1.13926, 0.89598)
H (-2.90622, 0.35520, -0.77377)
H (-0.39520, 0.99170, -1.40104)

**Gap between HOMO and LUMO**: 11.1 eV
**Relative energy (zero: lowest compared OMol25 entry of this formula, charge and spin)**: 229.8 kJ/mol
**2S+1**: 1
**Calculated total energy**: -6355.4211 eV
**Net charge**: 0
**Highest occupied orbital energy**: -9.88 eV
**LUMO energy**: 1.18 eV

---

Entry 4:
Here is a structure of composition C35H55N5O5PbSSi4 from the Open Molecules 2025 dataset. Energies are from ωB97M-V/def2-TZVPD.

Atoms and positions in Å:
Pb (-0.62107, -0.60201, -0.35069)
C (-0.20720, 6.20706, 0.41964)
O (0.58862, 5.93576, -0.72437)
C (0.94946, 4.64603, -0.93514)
C (1.82659, 4.43203, -2.01977)
C (2.23025, 3.15632, -2.29326)
C (1.77908, 2.03543, -1.55850)
C (2.29336, 0.70692, -1.83608)
C (3.46326, 0.53726, -2.78251)
O (1.84628, -0.31300, -1.30457)
C (0.87287, 2.25939, -0.47954)
O (0.38509, 1.32768, 0.27338)
C (0.50319, 3.59368, -0.17581)
H (-0.36676, 7.28213, 0.42560)
H (0.31269, 5.90934, 1.33359)
H (-1.16834, 5.69090, 0.36532)
H (2.17165, 5.27928, -2.59535)
H (2.92449, 3.00456, -3.10905)
H (4.35745, 0.99691, -2.35593)
H (3.28447, 1.00674, -3.74980)
H (3.63367, -0.52735, -2.92417)
H (-0.18922, 3.71790, 0.64472)
N (-2.95972, 6.62707, -2.42365)
C (-3.11741, 5.35934, -1.88711)
C (-2.29656, 4.31033, -2.30781)
C (-2.47551, 3.03991, -1.79769)
C (-3.46670, 2.79552, -0.85938)
C (-4.28472, 3.82834, -0.43006)
C (-4.11528, 5.10115, -0.94315)
S (-3.71482, 1.15978, -0.25198)
O (-4.85927, 1.17673, 0.61378)
O (-3.77257, 0.29803, -1.41825)
N (-2.37856, 0.68917, 0.54929)
C (-2.08999, 1.31710, 1.74210)
N (-2.59457, 2.53279, 1.97726)
C (-2.25429, 3.11233, 3.11814)
C (-1.41101, 2.51550, 4.03820)
C (-0.96568, 1.24745, 3.70544)
N (-1.29768, 0.63313, 2.58017)
H (-2.06151, 6.82736, -2.83095)
H (-3.34156, 7.39111, -1.89272)
H (-1.51096, 4.49809, -3.03012)
H (-1.83377, 2.23707, -2.13038)
H (-5.04364, 3.62327, 0.31196)
H (-4.75890, 5.90798, -0.61271)
H (-2.67594, 4.09686, 3.29740)
H (-1.13074, 2.99561, 4.96369)
H (-0.32581, 0.69363, 4.38259)
N (-2.80213, -2.24226, -0.43204)
H (-3.18255, -2.14526, 0.50380)
H (-2.92754, -3.21095, -0.70374)
H (-3.38156, -1.64810, -1.02458)
C (-0.94317, -0.23266, -2.52214)
C (-0.41438, -1.32845, -3.38372)
C (0.67674, -1.10819, -4.22191)
C (1.17091, -2.11689, -5.03478)
C (0.57917, -3.37160, -5.02827)
C (-0.51733, -3.60264, -4.20908)
C (-1.00776, -2.59161, -3.39767)
H (-2.01751, -0.10232, -2.61979)
H (-0.42831, 0.70862, -2.71034)
H (1.13713, -0.12747, -4.23873)
H (2.02124, -1.92128, -5.67598)
H (0.96484, -4.16134, -5.65952)
H (-0.99391, -4.57497, -4.20155)
H (-1.86853, -2.77891, -2.76883)
C (3.98377, -0.66911, 0.95457)
Si (2.60421, -0.88999, 2.20841)
C (2.25087, 0.76449, 3.00684)
C (3.21965, -2.07646, 3.54276)
Si (0.76548, -2.07863, 1.33629)
Si (-0.52988, -3.13516, 3.01137)
C (0.46011, -4.63734, 3.57705)
C (-0.87772, -2.12424, 4.54987)
C (-2.18972, -3.76200, 2.39057)
Si (1.54467, -3.84161, -0.04472)
C (2.82166, -4.84733, 0.90608)
C (0.07750, -4.93306, -0.49830)
C (2.38263, -3.31815, -1.63361)
H (4.93152, -0.61268, 1.49790)
H (3.85324, 0.26248, 0.40455)
H (4.04551, -1.48220, 0.23169)
H (3.19494, 1.31260, 3.07902)
H (1.85792, 0.64764, 4.01718)
H (1.54999, 1.35168, 2.41449)
H (4.14307, -1.68275, 3.97705)
H (3.43716, -3.07172, 3.15170)
H (2.49204, -2.18160, 4.35043)
H (1.48903, -4.39147, 3.83925)
H (0.48024, -5.42110, 2.81801)
H (-0.01928, -5.05150, 4.46841)
H (0.02938, -1.74173, 5.02203)
H (-1.36632, -2.79321, 5.26498)
H (-1.54930, -1.29330, 4.34864)
H (-2.14358, -4.19306, 1.39150)
H (-2.93153, -2.96034, 2.40161)
H (-2.54046, -4.53903, 3.07536)
H (2.46582, -5.22847, 1.86202)
H (3.71493, -4.24570, 1.08986)
H (3.12522, -5.70164, 0.29452)
H (-0.32116, -5.47467, 0.36115)
H (0.38990, -5.66572, -1.24730)
H (-0.73136, -4.34192, -0.93329)
H (3.31713, -2.79156, -1.43885)
H (1.76649, -2.67224, -2.25548)
H (2.60821, -4.22956, -2.19649)

**Gap between HOMO and LUMO**: 7.8 eV
**Relative energy (zero: lowest compared OMol25 entry of this formula, charge and spin)**: 66.5 kJ/mol
**2S+1**: 1
**Calculated total energy**: -102472.9752 eV
**Net charge**: 0
**Highest occupied orbital energy**: -7.86 eV
**LUMO energy**: -0.07 eV

---

Q: The lowest calculated total energy belongs to which entry?
A: C39H36BrF3N6O13STi

---

Q: The highest net charge belongs to which entry?
A: C5H6CrLiO2